[1]
Here is the molecule C4H7OP in a non-equilibrium geometry from OMol25. Energies are from ωB97M-V with the def2-TZVPD basis set.

The geometry in XYZ format:
```
13
Properties=species:S:1:pos:R:3
C -1.4255 0.3603 -0.4072
C -0.2289 0.2454 -0.4349
C -2.8672 0.5390 -0.4756
C 2.0527 -0.8686 1.1243
O 2.0688 -0.6330 -1.7190
P 1.5267 0.0514 -0.5143
H -3.1590 1.2425 -1.2096
H -3.5279 -0.3455 -0.5418
H -3.2402 1.0419 0.4428
H 1.6236 -1.8579 1.1154
H 3.1645 -0.9675 0.9403
H 2.0105 -0.2268 1.9721
H 2.0018 1.4189 -0.2925
```

Results
E_HOMO, eV: -10.034
E, Eh: -573.1521
Energy above the lowest of the compared OMol25 structures with the same formula, charge and spin, kJ/mol: 113.39
Charge: 0

***

[2]
Here is the ion C4H7OS2 with charge -1 in a non-equilibrium geometry from OMol25. Energies are from ωB97M-V with the def2-TZVPD basis set.

The geometry in XYZ format:
```
14
Properties=species:S:1:pos:R:3
C -1.9413 0.5322 0.3743
C 2.0019 -0.2619 -0.3045
C 0.7062 0.4785 0.2060
C -0.6488 -0.1015 -0.3620
O -2.8184 -0.3578 0.7653
S -2.1443 2.1580 0.5401
S -0.7258 -1.8817 -0.2309
H 2.0108 -1.3322 -0.0505
H 2.9924 0.2006 0.1660
H 2.0833 -0.1632 -1.3664
H 0.6966 1.6035 -0.0264
H 0.5836 0.4974 1.3815
H -0.7267 0.1989 -1.4455
H -2.0696 -1.5709 0.3530
```

Results
E_HOMO, eV: -3.911
E, Eh: -1028.2701
Energy above the lowest of the compared OMol25 structures with the same formula, charge and spin, kJ/mol: 26.28
Charge: -1

***

[3]
Here is the molecule C4H8 in a non-equilibrium geometry from OMol25. Energies are from ωB97M-V with the def2-TZVPD basis set.

The geometry in XYZ format:
```
12
Properties=species:S:1:pos:R:3
C 0.6685 1.7711 -0.3191
C 0.5899 0.2805 -0.1924
C -0.4729 -0.3388 0.2921
C -0.7141 -1.8218 0.3237
H 0.8172 2.3799 0.5743
H 1.4047 2.0688 -1.0636
H -0.2714 2.1675 -0.7242
H 1.4946 -0.2385 -0.4357
H -1.2272 0.3312 0.6675
H -0.1014 -2.3330 1.0667
H -1.7692 -2.0410 0.4578
H -0.4188 -2.2259 -0.6471
```

Results
E_HOMO, eV: -9.101
E, Eh: -157.1720
Energy above the lowest of the compared OMol25 structures with the same formula, charge and spin, kJ/mol: 31.43
Charge: 0

***

[4]
Here is a cluster of 2 separate species, C4H8 in total in a non-equilibrium geometry from OMol25. Energies are from ωB97M-V with the def2-TZVPD basis set.

The geometry in XYZ format:
```
12
Properties=species:S:1:pos:R:3
C 0.2256 -1.3865 -0.1021
C 0.0788 0.1183 -0.1118
C -0.2469 0.8239 -1.2608
C 0.2426 0.7982 1.1580
H 0.9380 -1.7815 -0.9124
H 0.5445 -1.7224 0.9174
H -0.7875 -1.8979 -0.2423
H 0.1021 0.2872 -2.1496
H -0.5945 1.9222 -1.1820
H 0.3596 1.8755 1.0856
H -1.6337 0.6361 0.7291
H 0.7715 0.3270 2.0709
```

Results
E_HOMO, eV: -7.476
E, Eh: -157.0001
Energy above the lowest of the compared OMol25 structures with the same formula, charge and spin, kJ/mol: 482.73
Charge: 0

***

[5]
Here is a cluster of 2 separate species, C4H8 in total from OMol25. Energies are from ωB97M-V with the def2-TZVPD basis set.

The geometry in XYZ format:
```
12
Properties=species:S:1:pos:R:3
C 1.4251 -0.7686 2.7397
C 1.5837 -0.4037 4.0908
H 1.2510 0.0131 2.0025
H 1.4886 -1.8117 2.4403
H 1.6786 0.6337 4.3989
H 1.6279 -1.1345 4.8937
C -0.9007 0.4268 -3.6640
C -2.0850 0.7719 -3.1915
H -0.7358 -0.5732 -4.0447
H -0.0417 1.0860 -3.6844
H -2.8932 0.0396 -3.2033
H -2.3986 1.7206 -2.7781
```

Results
E_HOMO (alpha / beta), eV: -12.167 / -12.167
E, Eh: -156.7529
Energy above the lowest of the compared OMol25 structures with the same formula, charge and spin, kJ/mol: 268.04
Charge: +1
<S²>: 0.752
2S+1: 2

***

[6]
Here is a structure of composition C4H8B3F12OSn in a non-equilibrium geometry from OMol25. Energies are from ωB97M-V with the def2-TZVPD basis set.

The geometry in XYZ format:
```
29
Properties=species:S:1:pos:R:3
Sn 2.5704 16.4270 -11.8799
B 2.3381 20.0075 -11.9183
F 3.5672 19.3311 -12.0089
F 2.2173 20.8770 -12.9989
F 1.3335 19.0926 -12.0106
F 2.3072 20.6871 -10.7442
B 2.9915 13.1019 -13.3895
F 4.2822 12.6250 -13.6444
F 2.9390 13.6335 -12.0982
F 2.9138 14.2006 -14.2943
F 2.0538 12.1455 -13.6689
B 5.9444 16.5033 -12.7111
F 5.5470 16.6788 -11.4179
F 7.1552 15.8840 -12.8530
F 5.0469 15.6561 -13.3443
F 5.9667 17.6834 -13.4218
C -1.3622 13.7044 -9.9816
C -2.1782 14.8836 -10.3341
C -1.1753 16.0409 -10.2481
O 0.0036 15.5177 -10.7626
C 0.0021 14.0885 -10.4852
H -1.7083 12.7619 -10.4058
H -1.3387 13.5400 -8.9043
H -3.0386 15.0958 -9.6993
H -2.4942 14.7333 -11.3664
H -1.1600 16.4049 -9.2208
H -1.4912 16.9273 -10.7981
H 0.7710 13.8974 -9.7365
H 0.1320 13.5216 -11.4071
```

Results
E_HOMO (alpha / beta), eV: -0.929 / -5.229
E, Eh: -1720.4421
Energy above the lowest of the compared OMol25 structures with the same formula, charge and spin, kJ/mol: 0.00
Charge: -2
<S²>: 0.753
2S+1: 2

***

[7]
Here is a cluster of 3 separate species, C4H8BClN6O7 in total from OMol25. Energies are from ωB97M-V with the def2-TZVPD basis set.

The geometry in XYZ format:
```
27
Properties=species:S:1:pos:R:3
O 3.6519 -3.7770 -1.3179
B 3.0547 -3.0935 -2.3402
O 3.5609 -1.9092 -2.7467
O 1.9885 -3.7520 -3.0246
C 0.7406 -3.4983 -2.6348
N -0.1911 -4.3488 -3.0816
N -1.4270 -4.0964 -2.7358
C -1.6306 -3.0281 -1.9733
Cl -3.2639 -2.6877 -1.5593
N -0.7225 -2.2064 -1.4916
N 0.5271 -2.4565 -1.8407
H 3.6361 -3.3025 -0.4869
H 3.0604 -1.5478 -3.4811
C -0.2666 -0.2607 1.0802
N -0.5500 0.5974 2.2630
O -0.9698 1.7171 2.0631
O -0.3405 0.1156 3.3525
H -0.4994 0.2980 0.1832
H 0.7856 -0.5249 1.1177
H -0.8896 -1.1447 1.1615
C -1.7831 5.1005 2.8433
N -1.0504 6.1367 2.0652
O 0.1595 6.0965 2.0662
O -1.7229 6.9559 1.4787
H -1.0606 4.4408 3.3070
H -2.3826 5.6175 3.5858
H -2.4146 4.5585 2.1471
```

Results
E_HOMO, eV: -10.642
E, Eh: -1497.3655
Energy above the lowest of the compared OMol25 structures with the same formula, charge and spin, kJ/mol: 9.60
Charge: 0

***

[8]
Here is the molecule C4H8BN in a non-equilibrium geometry from OMol25. Energies are from ωB97M-V with the def2-TZVPD basis set.

The geometry in XYZ format:
```
14
Properties=species:S:1:pos:R:3
B 1.2846 1.1376 -0.5601
C 0.8919 -0.3380 -0.1152
C -1.6043 0.4455 0.2238
C 0.0799 -1.3112 0.4169
C -1.1785 -0.9141 0.6992
N 2.0616 -0.2621 -0.6570
H 1.7397 1.9070 0.2285
H -1.2918 0.5954 -0.8539
H -1.1671 1.2683 0.7988
H -2.7610 0.5703 0.3446
H 0.7644 1.6581 -1.4248
H 2.8892 -0.7706 -0.6086
H 0.3149 -2.4222 0.6593
H -2.0235 -1.5641 0.8484
```

Results
E_HOMO, eV: -9.226
E, Eh: -236.7116
Energy above the lowest of the compared OMol25 structures with the same formula, charge and spin, kJ/mol: 320.09
Charge: 0

***

> Which of these has the highest E?

number 5

***

> The highest E belongs to which entry?

number 5

***

> Look up the energy above the lowest of the compared OMol25 structures with the same formula, charge and spin of the fourth one.

482.73 kJ/mol